Molecular formula: C21H60N2O9
Method: DFT, wB97M-V/def2-TZVPD

Each atom is followed by the atoms it is bonded to, with distances in Å.
Element x y z (Å)
1 N 1.409 -0.947 -1.288  C2 1.332, H5 1.017, H6 0.960
2 C 0.296 -1.348 -1.900  N1 1.332, N3 1.276, O4 1.400
3 N -0.088 -0.479 -2.752  C2 1.276, H7 1.014, H8 1.003
4 O -0.532 -2.455 -1.673  C2 1.400
5 H 1.783 -1.522 -0.537  N1 1.017
6 H 1.877 -0.170 -1.602  N1 0.960
7 H -0.885 -0.826 -3.276  N3 1.014
8 H 0.422 0.333 -3.045  N3 1.003
9 C -3.669 -0.021 -5.671  C10 1.524, H13 1.086, H14 1.121, H15 1.110
10 C -2.721 -0.027 -4.477  C9 1.524, C11 1.568, O12 1.239, H16 1.095
11 C -3.391 0.348 -3.109  C10 1.568, H17 1.042, H18 1.052, H19 1.083
12 O -2.304 -1.163 -4.213  C10 1.239, H20 0.952
13 H -4.549 -0.654 -5.616  C9 1.086
14 H -3.164 -0.428 -6.586  C9 1.121
15 H -3.952 0.976 -6.068  C9 1.110
16 H -1.850 0.602 -4.685  C10 1.095
17 H -3.556 1.369 -2.983  C11 1.042
18 H -2.686 0.097 -2.370  C11 1.052
19 H -4.387 -0.010 -2.875  C11 1.083
20 H -3.063 -1.684 -3.966  O12 0.952
21 C 0.643 2.437 -5.021  C22 1.496, H25 1.127, H26 1.096, H27 1.107
22 C 1.530 2.732 -3.853  C21 1.496, C23 1.489, O24 1.253, H28 1.076
23 C 0.760 3.403 -2.770  C22 1.489, H29 1.101, H30 1.081, H31 1.076
24 O 1.955 1.634 -3.424  C22 1.253, H32 0.993
25 H -0.244 1.753 -4.896  C21 1.127
26 H 1.336 2.065 -5.785  C21 1.096
27 H 0.296 3.385 -5.474  C21 1.107
28 H 2.316 3.375 -4.208  C22 1.076
29 H -0.026 2.771 -2.330  C23 1.101
30 H 0.251 4.263 -3.182  C23 1.081
31 H 1.407 3.745 -1.981  C23 1.076
32 H 2.669 1.278 -4.014  O24 0.993
33 C -3.680 -1.531 0.131  C34 1.521, H37 1.113, H38 1.096, H39 1.116
34 C -3.405 -3.024 0.037  C33 1.521, C35 1.528, O36 1.242, H40 1.123
35 C -4.738 -3.698 0.360  C34 1.528, H41 1.063, H42 1.086, H43 1.080
36 O -2.817 -3.499 -0.949  C34 1.242, H44 0.997
37 H -2.719 -0.984 0.006  C33 1.113
38 H -4.042 -1.276 1.134  C33 1.096
39 H -4.363 -1.141 -0.661  C33 1.116
40 H -2.639 -3.247 0.826  C34 1.123
41 H -5.484 -3.273 -0.268  C35 1.063
42 H -5.097 -3.467 1.359  C35 1.086
43 H -4.709 -4.772 0.252  C35 1.080
44 H -1.928 -3.059 -1.048  O36 0.997
45 C 1.550 1.551 3.916  C46 1.490, H49 1.099, H50 1.147, H51 1.088
46 C 2.626 0.579 3.569  C45 1.490, C47 1.524, O48 1.236, H52 1.026
47 C 2.540 -0.723 4.357  C46 1.524, H53 1.070, H54 1.171, H55 1.035
48 O 2.501 0.247 2.386  C46 1.236, H56 0.998
49 H 1.222 2.001 2.968  C45 1.099
50 H 2.071 2.328 4.580  C45 1.147
51 H 0.684 1.185 4.461  C45 1.088
52 H 3.572 0.852 3.859  C46 1.026
53 H 2.503 -0.390 5.373  C47 1.070
54 H 3.473 -1.430 4.319  C47 1.171
55 H 1.672 -1.195 4.051  C47 1.035
56 H 3.242 0.686 1.882  O48 0.998
57 C -0.752 -0.642 5.983  C58 1.549, H61 1.109, H62 1.081, H63 1.104
58 C -1.274 -1.579 4.864  C57 1.549, C59 1.511, O60 1.238, H64 1.087
59 C -1.413 -0.868 3.538  C58 1.511, H65 1.063, H66 1.086, H67 1.130
60 O -0.637 -2.598 4.570  C58 1.238, H68 0.941
61 H -1.381 0.217 6.294  C57 1.109
62 H 0.208 -0.167 5.832  C57 1.081
63 H -0.720 -1.288 6.878  C57 1.104
64 H -2.239 -1.985 5.159  C58 1.087
65 H -0.471 -0.462 3.262  C59 1.063
66 H -2.241 -0.167 3.503  C59 1.086
67 H -1.861 -1.660 2.867  C59 1.130
68 H -0.381 -3.001 5.381  O60 0.941
69 C 3.819 0.978 -0.616  C70 1.475, H73 1.118, H74 1.100, H75 1.088
70 C 4.631 1.882 0.222  C69 1.475, C71 1.545, O72 1.218, H76 1.113
71 C 3.776 3.143 0.477  C70 1.545, H77 1.066, H78 1.116, H79 1.053
72 O 4.997 1.497 1.318  C70 1.218, H80 0.953
73 H 3.954 1.288 -1.682  C69 1.118
74 H 2.737 0.876 -0.448  C69 1.100
75 H 4.161 -0.052 -0.537  C69 1.088
76 H 5.410 2.376 -0.401  C70 1.113
77 H 3.112 2.895 1.274  C71 1.066
78 H 3.275 3.595 -0.412  C71 1.116
79 H 4.405 3.927 0.789  C71 1.053
80 H 5.535 2.190 1.691  O72 0.953
81 C -0.239 1.133 0.469  O82 1.385, H83 1.134, H84 1.113, H85 1.082
82 O -1.055 1.474 -0.597  C81 1.385, H86 0.953
83 H -0.044 0.060 0.776  C81 1.134
84 H -0.381 1.829 1.326  C81 1.113
85 H 0.739 1.424 0.106  C81 1.082
86 H -0.844 0.900 -1.327  O82 0.953
87 C 0.575 -2.717 1.337  O88 1.425, H89 1.104, H90 1.117, H91 1.072
88 O 1.895 -2.281 1.024  C87 1.425, H92 0.958
89 H 0.350 -3.798 1.358  C87 1.104
90 H -0.124 -2.171 0.659  C87 1.117
91 H 0.453 -2.347 2.335  C87 1.072
92 H 2.105 -1.454 1.458  O88 0.958

Properties
SMILES string: NC(N)=O.CC(C)O.CC(C)O.CC(C)O.CC(C)O.CC(C)O.CC(C)O.CO.CO
Charge: 0
Maximum force in eV/A: 12.5
Relative energy (zero: lowest compared OMol25 entry of this formula, charge and spin) in kJ/mol: 451.1